This record from the Open Molecules 2025 dataset describes C3H9NOS2 in the gas phase in a non-equilibrium geometry. The level of theory is wB97M-V/def2-TZVPD.

Computed properties:
E_HOMO	-0.329	Ha
energy above the lowest of the compared OMol25 structures with the same formula, charge and spin	2.3999	eV
LUMO	0.0	eV

```
! RIJCOSX wB97M-V def2-TZVPD def2/J DEFGRID3
* xyz 0 1
N -0.535 -0.030 1.144
C -0.038 0.215 -0.158
C -1.288 0.589 -1.035
O -1.933 1.905 -0.615
C 0.748 -1.070 -0.864
S 2.300 -1.461 0.039
S 2.218 -1.262 2.180
H -0.155 -0.724 1.722
H -0.521 0.755 1.763
H 0.639 1.128 -0.283
H -1.952 -0.173 -0.767
H -0.923 0.428 -2.056
H -1.273 2.512 -0.848
H -0.099 -1.740 -0.896
H 1.140 -1.007 -1.877
H 1.670 -0.066 2.552
*
```

Mulliken population analysis, charges in e, atoms 1 to 5: atom 1 (N): -0.510, atom 2 (C): 0.212, atom 3 (C): -0.824, atom 4 (O): -0.468, atom 5 (C): -0.726


This record from the Open Molecules 2025 dataset describes a molecular structure, C12H32AgN2O4 in a non-equilibrium geometry. The level of theory is wB97M-V/def2-TZVPD.

Computed properties:
E_HOMO (spin up / spin down)	-0.264 / -0.249	Ha
energy above the lowest of the compared OMol25 structures with the same formula, charge and spin	0.0000	eV
LUMO (spin up / spin down)	0.7 / -0.8	eV
<S²>	0.757

```
! RIJCOSX wB97M-V def2-TZVPD def2/J DEFGRID3
* xyz 0 2
Ag -0.325 0.161 -0.082
C 2.252 -1.585 -3.089
C 2.285 -0.155 -2.511
O 1.088 0.195 -1.942
H 2.296 -2.344 -2.299
H 3.078 -1.688 -3.797
H 1.287 -1.717 -3.579
H 2.589 0.475 -3.372
H 3.168 -0.039 -1.851
C -1.765 -1.094 3.522
C -1.696 0.188 2.682
O -2.033 -0.052 1.357
H -2.786 -1.476 3.475
H -1.570 -0.884 4.581
H -1.063 -1.874 3.225
H -0.703 0.648 2.776
H -2.416 0.858 3.178
C 1.593 -3.827 0.864
C 1.088 -2.376 0.941
C 2.269 -1.415 1.017
O 1.811 -0.071 0.990
C 2.862 0.805 1.389
N 0.159 -2.048 -0.159
H 1.965 -3.959 -0.155
H 0.779 -4.534 1.036
H 2.324 -4.050 1.641
H 0.541 -2.251 1.883
H 2.960 -1.569 0.175
H 2.826 -1.667 1.925
H 2.362 1.773 1.520
H 3.646 0.885 0.639
H 3.193 0.586 2.409
H -0.493 -2.822 -0.244
H 0.770 -2.055 -0.982
C -2.268 4.242 -0.093
C -1.998 2.728 -0.129
C -2.397 2.134 -1.452
O -1.988 0.773 -1.471
C -2.395 0.029 -2.596
N -0.526 2.494 0.115
H -2.042 4.731 -1.047
H -1.633 4.751 0.637
H -3.277 4.519 0.221
H -2.584 2.326 0.696
H -1.883 2.637 -2.281
H -3.492 2.122 -1.496
H -3.466 -0.199 -2.560
H -1.831 -0.899 -2.562
H -2.181 0.563 -3.525
H -0.049 3.041 -0.602
H -0.331 2.986 0.981
*
```

Mulliken population analysis, charges in e, atoms 1 to 5: atom 1 (Ag): 0.557, atom 2 (C): -0.913, atom 3 (C): -0.431, atom 4 (O): -0.554, atom 5 (H): 0.082


This record from the Open Molecules 2025 dataset describes a molecular structure, CI3OP in a non-equilibrium geometry. The level of theory is wB97M-V/def2-TZVPD.

Computed properties:
E_HOMO	-0.326	Ha
energy above the lowest of the compared OMol25 structures with the same formula, charge and spin	2.1604	eV
LUMO	-1.8	eV

```
! RIJCOSX wB97M-V def2-TZVPD def2/J DEFGRID3
* xyz 0 1
C -0.108 1.722 -0.659
O -0.884 -2.212 1.857
P 0.099 -1.156 1.880
I 1.841 -1.680 0.163
I 0.604 3.045 -2.112
I -1.551 0.281 -1.130
*
```

Mulliken population analysis, charges in e, atoms 1 to 5: atom 1 (C): -0.243, atom 2 (O): -0.315, atom 3 (P): 0.401, atom 4 (I): -0.098, atom 5 (I): 0.120


This record from the Open Molecules 2025 dataset describes a gas-phase ion, C3H10N3O (charge +1) in a non-equilibrium geometry. The level of theory is wB97M-V/def2-TZVPD.

Computed properties:
E_HOMO	-0.522	Ha
energy above the lowest of the compared OMol25 structures with the same formula, charge and spin	2.4758	eV
LUMO	-3.1	eV

```
! RIJCOSX wB97M-V def2-TZVPD def2/J DEFGRID3
* xyz 1 1
C -1.531 -1.207 -0.098
C -0.515 -0.167 0.191
N -1.193 1.421 0.015
O 0.206 -0.102 1.339
C 0.949 -0.080 0.100
N 1.729 -1.180 -0.246
N 1.461 1.211 -0.233
H -2.486 -0.960 0.365
H -1.196 -2.149 0.340
H -1.665 -1.345 -1.169
H -1.866 1.459 -0.750
H -1.605 1.693 0.906
H -0.318 1.949 -0.188
H 1.299 -2.077 -0.058
H 2.656 -1.151 0.173
H 2.147 1.523 0.449
H 1.927 1.161 -1.134
*
```

Mulliken population analysis, charges in e, atoms 1 to 5: atom 1 (C): -1.411, atom 2 (C): 0.460, atom 3 (N): -0.401, atom 4 (O): -0.472, atom 5 (C): 0.591


This record from the Open Molecules 2025 dataset describes C5H9OP in the gas phase in a non-equilibrium geometry. The level of theory is wB97M-V/def2-TZVPD.

Computed properties:
E_HOMO	-0.307	Ha
energy above the lowest of the compared OMol25 structures with the same formula, charge and spin	1.8753	eV
LUMO	0.4	eV

```
! RIJCOSX wB97M-V def2-TZVPD def2/J DEFGRID3
* xyz 0 1
C 0.912 -0.879 1.472
C 0.175 0.332 0.756
C 0.602 0.245 -0.733
C -1.415 0.045 0.680
C 0.031 1.085 -1.787
O 1.821 -2.531 -0.958
P 1.098 -1.367 -0.446
H 1.936 -0.637 1.785
H 0.344 -1.534 2.135
H 0.321 1.270 1.374
H -2.028 0.953 0.876
H -1.825 -0.752 1.336
H -1.697 -0.173 -0.365
H 0.245 0.618 -2.682
H 0.512 2.141 -1.799
H -1.034 1.185 -1.644
*
```

Mulliken population analysis, charges in e, atoms 1 to 5: atom 1 (C): -0.875, atom 2 (C): 0.476, atom 3 (C): -0.249, atom 4 (C): -1.246, atom 5 (C): -1.011


This record from the Open Molecules 2025 dataset describes 2 unconnected molecules or ions with the total composition C4H8O2 in a non-equilibrium geometry. The level of theory is wB97M-V/def2-TZVPD.

Computed properties:
E_HOMO	-0.330	Ha
energy above the lowest of the compared OMol25 structures with the same formula, charge and spin	4.7832	eV
LUMO	0.6	eV

```
! RIJCOSX wB97M-V def2-TZVPD def2/J DEFGRID3
* xyz 0 1
C 0.510 1.781 -1.619
C 0.273 0.959 0.302
C -0.083 -0.450 0.033
O -0.010 -0.934 -1.079
C -0.532 -1.326 1.185
O -0.699 -2.640 0.759
H 1.507 1.422 -1.870
H 0.233 2.167 -0.617
H -0.227 1.299 -2.263
H -0.440 1.439 1.014
H 1.256 1.057 0.780
H 0.220 -1.255 1.986
H -1.467 -0.906 1.592
H -0.540 -2.611 -0.202
*
```

Mulliken population analysis, charges in e, atoms 1 to 5: atom 1 (C): -0.736, atom 2 (C): -0.887, atom 3 (C): 0.785, atom 4 (O): -0.600, atom 5 (C): -0.478


This record from the Open Molecules 2025 dataset describes a molecular structure, C18H17N5OS in a non-equilibrium geometry. The level of theory is wB97M-V/def2-TZVPD.

Computed properties:
E_HOMO	-0.271	Ha
energy above the lowest of the compared OMol25 structures with the same formula, charge and spin	13.9009	eV
LUMO	-0.5	eV

```
! RIJCOSX wB97M-V def2-TZVPD def2/J DEFGRID3
* xyz 0 1
C -4.138 -2.998 -1.199
C -4.020 -1.706 -1.081
C -3.842 -0.989 0.252
N -2.612 -0.531 0.374
C -1.630 -1.527 0.558
N -1.786 -2.698 1.065
N -0.562 -3.175 1.409
C 0.336 -2.039 0.955
N 1.654 -2.079 1.201
C 2.708 -1.726 0.366
C 2.275 -1.061 -0.890
C 3.213 -0.710 -1.871
C 4.663 -0.957 -1.480
C 5.002 -1.127 -0.061
C 3.996 -1.681 0.641
H 4.198 -2.041 1.884
H 6.049 -1.369 0.271
H 5.367 -0.473 -1.961
H 3.148 -0.376 -2.826
H 1.279 -1.260 -1.128
H 1.937 -2.869 1.811
N -0.458 -0.814 0.900
C -0.084 0.536 0.639
C -1.162 1.359 0.476
C -0.623 2.823 -0.033
C 0.804 2.761 0.425
S 1.463 1.006 0.759
C 1.595 4.129 0.389
H 2.520 3.685 0.718
H 1.515 4.430 -0.472
H 1.232 4.777 1.137
C -1.499 3.817 -0.220
H -1.382 4.602 0.742
H -2.521 3.407 -0.254
H -1.149 4.268 -0.996
C -2.439 1.056 0.190
O -3.398 1.566 -0.315
H -4.103 -1.815 1.326
H -4.731 -0.219 0.442
H -4.366 -0.864 -1.801
H -4.217 -3.494 -2.110
H -4.227 -3.622 -0.230
*
```

Mulliken population analysis, charges in e, atoms 1 to 5: atom 1 (C): -0.712, atom 2 (C): -0.192, atom 3 (C): -0.906, atom 4 (N): 0.298, atom 5 (C): 0.299